Formula: CH7N2S
Source: OMol25
Level of theory: wB97M-V/def2-TZVPD

Output
LUMO level: 3.90 eV
energy: -549.9607 hartree
HOMO energy: -0.0992 hartree
relative energy (zero: lowest compared OMol25 entry of this formula, charge and spin): 192.3 kJ/mol

ORCA input file:
```
! wB97M-V def2-TZVPD RIJCOSX def2/J DEFGRID3
* xyz -1 1
S 1.743 0.679 -2.917
H 2.982 0.884 -3.327
N -1.839 -0.392 1.189
C -0.419 -0.252 1.139
N 0.410 0.068 -0.096
H -2.126 -1.361 1.259
H -2.306 -0.143 0.352
H 0.187 -1.018 1.784
H -0.227 0.682 1.703
H 0.399 0.197 -1.237
H 1.196 0.656 0.151
*
```


Formula: C14H28BrN6O3P
Source: OMol25
Level of theory: wB97M-V/def2-TZVPD

Output
LUMO level: -1.37 eV
energy: -4019.6352 hartree
HOMO energy: -0.1352 hartree

ORCA input file:
```
! wB97M-V def2-TZVPD RIJCOSX def2/J DEFGRID3
* xyz 0 1
N 6.842 -2.877 1.409
C 6.286 -1.549 1.276
O 6.270 -0.769 2.268
C 5.725 -0.964 -0.088
C 4.610 -1.859 -0.797
N 3.551 -2.373 0.111
N 3.039 -3.601 -0.179
C 2.009 -3.992 0.756
N 1.996 -2.867 1.646
C 2.907 -1.823 1.282
N 3.155 -0.627 1.830
P 2.227 -0.229 3.329
O 0.591 -0.558 2.931
Br 2.338 1.984 3.780
H 6.266 -3.578 0.928
H 6.989 -3.138 2.394
H 5.308 0.098 0.003
H 6.595 -0.879 -0.832
H 5.141 -2.781 -1.235
H 4.103 -1.345 -1.692
H 3.321 -4.174 -0.977
H 1.397 -4.937 0.758
H 3.814 0.075 1.482
H 0.467 -0.500 1.950
C -2.308 0.868 -2.841
C -2.295 1.780 -1.597
C -3.404 2.848 -1.728
C -4.830 2.326 -1.577
C -4.934 1.082 -0.698
C -3.770 0.894 0.299
N -2.516 0.875 -0.457
O -1.411 0.687 0.335
C -3.978 -0.488 0.951
C -3.854 1.963 1.405
C -0.960 2.554 -1.608
H -1.506 0.126 -2.791
H -2.163 1.446 -3.762
H -3.250 0.325 -2.940
H -3.244 3.627 -0.975
H -3.319 3.364 -2.692
H -5.454 3.126 -1.165
H -5.249 2.100 -2.563
H -5.894 1.098 -0.169
H -4.984 0.206 -1.354
H -3.880 -1.289 0.212
H -4.978 -0.566 1.391
H -3.256 -0.677 1.751
H -4.817 1.902 1.924
H -3.761 2.982 1.023
H -3.077 1.824 2.161
H -0.871 3.155 -2.520
H -0.097 1.885 -1.588
H -0.887 3.238 -0.758
*
```


Formula: CH4O3P4
Source: OMol25
Level of theory: wB97M-V/def2-TZVPD

Output
LUMO level (alpha / beta): 6.51 / 6.51 eV
energy: -1631.6460 hartree
HOMO energy (alpha / beta): 0.0273 / 0.0273 hartree
relative energy (zero: lowest compared OMol25 entry of this formula, charge and spin): 162.1 kJ/mol

ORCA input file:
```
! wB97M-V def2-TZVPD RIJCOSX def2/J DEFGRID3
* xyz -2 1
C -1.332 1.713 -0.107
O -1.116 -1.097 0.027
O -3.053 0.234 1.420
O -3.300 -0.046 -1.122
P 0.244 -0.531 -0.529
P 1.613 -1.095 0.894
P 3.341 -0.708 -0.376
P -2.448 0.345 0.017
H -0.636 1.751 0.799
H -1.165 2.145 -0.989
H 4.259 -0.811 0.758
H 3.593 -1.899 -0.792
*
```